[1]
{"formula": "C3H5N3O", "method": "wB97M-V/def2-TZVPD", "species": ["N", "C", "N", "C", "C", "O", "N", "H", "H", "H", "H", "H"], "coordinates": [[-2.025, -0.774, 0.738], [-0.910, -0.215, 0.192], [-0.886, 0.930, -0.400], [0.527, 1.203, -0.563], [1.164, -0.091, -0.133], [2.468, -0.320, -0.239], [0.312, -0.918, 0.355], [-2.016, -1.768, 0.899], [-2.899, -0.361, 0.451], [0.827, 1.541, -1.559], [0.807, 1.987, 0.154], [2.632, -1.214, 0.105]], "forces_ev_per_a": [[-0.057, -0.058, -0.154], [-0.196, 0.121, -0.013], [0.034, -0.237, 0.283], [0.137, 0.036, -0.023], [-0.188, 0.026, 0.080], [-0.078, -0.147, 0.101], [0.139, 0.236, -0.175], [0.029, 0.091, -0.057], [0.068, -0.078, 0.053], [-0.102, -0.138, 0.090], [0.194, -0.015, -0.149], [0.021, 0.163, -0.036]], "mulliken_charge": [-0.400, 0.338, -0.603, -0.224, 0.594, -0.486, -0.627, 0.248, 0.273, 0.298, 0.222, 0.368], "gap_ev": 9.7, "lumo_energy_ev": 0.783}

***

[2]
{"formula": "C3H5N3O", "method": "wB97M-V/def2-TZVPD", "species": ["C", "C", "C", "N", "N", "N", "O", "H", "H", "H", "H", "H"], "coordinates": [[0.140, 1.572, 0.024], [-1.086, 0.859, 0.027], [1.525, -0.273, 0.406], [1.236, 0.874, 0.084], [-1.039, -0.417, 0.126], [2.058, -1.342, -0.120], [-2.212, -1.128, 0.126], [0.194, 2.643, -0.031], [-2.030, 1.413, -0.056], [2.252, -2.122, 0.486], [1.935, -1.550, -1.105], [-2.972, -0.526, 0.032]], "forces_ev_per_a": [[0.419, 0.266, -0.346], [-0.861, -0.148, 0.123], [0.299, -0.624, 1.049], [-0.067, 0.808, -0.115], [0.397, -0.091, -0.250], [-0.059, -0.297, -0.494], [-0.516, -0.018, 0.049], [-0.009, 0.159, -0.080], [0.104, -0.169, 0.053], [-0.052, 0.069, -0.117], [0.170, -0.003, 0.049], [0.176, 0.047, 0.079]], "mulliken_charge": [-0.583, 0.218, 0.063, -0.236, -0.245, -0.322, -0.377, 0.393, 0.293, 0.259, 0.221, 0.316], "gap_ev": [7.8, 7.9], "lumo_energy_ev": [0.553, 0.554]}

***

[3]
{"formula": "C3H5N3O", "method": "wB97M-V/def2-TZVPD", "species": ["C", "C", "C", "N", "N", "O", "N", "H", "H", "H", "H", "H"], "coordinates": [[-1.351, -0.255, 0.763], [-0.775, 0.118, -0.838], [0.691, 0.022, -0.593], [1.412, -1.134, -0.343], [2.561, -0.744, 0.098], [2.437, 0.612, 0.376], [1.320, 1.088, -0.134], [-2.532, -0.490, 0.742], [-0.665, -1.125, 1.110], [-1.348, 0.856, 1.350], [-0.729, 1.297, -0.841], [-1.021, -0.244, -1.690]], "forces_ev_per_a": [[-1.747, 1.714, -1.640], [2.910, 5.433, 8.417], [-0.158, 0.065, 1.386], [2.225, 1.417, -0.716], [-2.465, -0.270, 0.799], [1.890, -0.425, -0.807], [-0.810, -1.182, -0.307], [2.934, 0.036, 0.004], [-1.586, 1.790, -0.025], [0.665, -3.508, -1.385], [-1.302, -2.162, -0.558], [-2.557, -2.906, -5.168]], "mulliken_charge": [-0.817, -0.692, 0.561, -0.236, -0.108, -0.022, -0.285, 0.281, 0.311, 0.244, 0.255, 0.507], "gap_ev": 11.1, "lumo_energy_ev": 0.165}

***

[4]
{"formula": "C3H5N3O", "method": "wB97M-V/def2-TZVPD", "species": ["N", "C", "C", "O", "N", "C", "N", "H", "H", "H", "H", "H"], "coordinates": [[0.398, 1.708, -0.004], [0.399, 0.313, -0.061], [1.549, -0.342, -0.232], [1.398, -1.664, -0.178], [0.027, -1.916, 0.035], [-0.561, -0.743, 0.112], [-1.908, -0.621, 0.407], [0.400, 2.253, -0.843], [0.672, 2.150, 0.850], [2.404, 0.318, -0.333], [-2.389, 0.056, -0.171], [-2.390, -1.511, 0.418]], "forces_ev_per_a": [[-1.180, 0.302, 0.115], [0.081, -0.121, -0.011], [-0.206, 0.364, 0.096], [0.263, 0.356, -0.041], [-0.162, 0.396, -0.012], [0.137, -0.096, 0.019], [-0.008, -0.096, -0.146], [0.026, 0.026, 0.038], [-0.001, 0.152, -0.010], [0.899, -1.345, -0.173], [0.090, -0.003, 0.164], [0.061, 0.065, -0.040]], "mulliken_charge": [-0.470, 0.271, -0.239, -0.195, -0.485, 0.271, -0.503, 0.208, 0.205, 0.425, 0.243, 0.271], "gap_ev": 10.1, "lumo_energy_ev": 0.856}

***

[5]
{"formula": "C3H5N3O", "method": "wB97M-V/def2-TZVPD", "species": ["O", "C", "C", "N", "N", "C", "N", "H", "H", "H", "H", "H"], "coordinates": [[-2.044, 0.986, 0.163], [-2.019, -0.405, 0.050], [0.142, -0.306, -0.565], [0.937, 0.493, -1.090], [2.135, 0.417, -0.343], [2.349, -0.626, 0.402], [-0.713, -1.038, -0.128], [-1.906, 1.403, -0.701], [-2.548, -0.757, -0.841], [-2.435, -0.811, 0.963], [2.754, 1.170, -0.617], [3.358, -0.530, 0.819]], "forces_ev_per_a": [[0.126, 0.065, -0.102], [-0.527, -0.331, 0.188], [-0.320, -0.359, 0.049], [0.135, -0.527, -0.122], [0.442, -0.222, 0.276], [0.448, 0.520, -0.205], [0.170, 0.742, -0.908], [0.003, -0.185, 0.217], [-0.425, 0.087, 0.299], [-0.301, 0.020, 0.022], [0.149, 0.023, 0.187], [0.100, 0.168, 0.098]], "mulliken_charge": [-0.499, -0.267, 0.808, -0.635, 0.168, -0.551, -0.359, 0.333, 0.299, 0.279, 0.247, 0.178], "gap_ev": 9.6, "lumo_energy_ev": 0.719}

***

[6]
{"formula": "C3H5N3O", "method": "wB97M-V/def2-TZVPD", "species": ["O", "C", "C", "N", "C", "N", "N", "H", "H", "H", "H", "H"], "coordinates": [[2.255, -0.010, -0.208], [1.062, -0.062, 0.032], [0.308, 1.236, 0.211], [-1.127, 1.222, -0.118], [-1.642, 0.154, -0.093], [-1.122, -1.118, -0.160], [0.272, -1.257, 0.299], [0.672, 2.002, -0.520], [0.488, 1.433, 1.285], [-2.786, 0.129, -0.135], [-1.694, -1.604, 0.474], [0.752, -1.782, -0.496]], "forces_ev_per_a": [[-1.508, -1.387, 0.287], [0.045, 1.482, 0.432], [-0.126, 0.575, -1.450], [3.314, 5.195, 1.580], [-5.382, -4.070, -1.118], [1.530, 0.200, 0.535], [1.966, 0.176, -3.321], [0.638, -0.581, 1.305], [-0.300, 0.746, -0.565], [1.333, -0.318, -0.179], [-0.530, -1.594, 0.860], [-0.981, -0.422, 1.634]], "mulliken_charge": [-0.543, 0.362, -0.267, -0.413, 0.014, -0.259, -0.290, 0.289, 0.226, 0.259, 0.272, 0.349], "gap_ev": 10.2, "lumo_energy_ev": 0.676}

***

[7]
{"formula": "C3H5N3O", "method": "wB97M-V/def2-TZVPD", "species": ["N", "C", "C", "N", "C", "O", "N", "H", "H", "H", "H", "H"], "coordinates": [[1.853, -0.040, 0.192], [0.452, -0.155, 0.201], [-0.486, 0.927, 0.439], [-1.589, 0.630, -0.385], [-1.581, -0.695, -0.733], [-0.406, -0.057, 1.456], [-0.271, -1.063, -0.601], [2.376, -0.854, 0.479], [2.262, 0.234, -0.695], [-0.211, 1.952, 0.679], [-2.456, 1.127, -0.283], [0.058, -2.005, -0.749]], "forces_ev_per_a": [[0.343, -0.184, 0.456], [-0.583, -0.176, 0.830], [-0.204, 0.200, -0.045], [-0.451, -0.386, -0.063], [0.176, 0.072, -1.322], [2.618, 0.648, 0.211], [-0.486, -0.065, -0.300], [-0.325, -0.249, 0.332], [-0.586, 0.301, 0.004], [-0.134, -0.159, -0.026], [-0.079, -0.143, -0.070], [-0.290, 0.142, -0.005]], "mulliken_charge": [-0.544, 0.286, -0.088, -0.080, -0.439, -0.510, 0.014, 0.258, 0.271, 0.411, 0.229, 0.193], "gap_ev": 9.4, "lumo_energy_ev": 0.797}

***

[8]
{"formula": "C3H5N3O", "method": "wB97M-V/def2-TZVPD", "species": ["N", "C", "C", "N", "C", "O", "N", "H", "H", "H", "H", "H"], "coordinates": [[2.129, 0.684, -0.249], [0.872, 0.146, -0.077], [0.504, -1.192, 0.166], [-0.920, -1.044, 0.342], [-1.243, 0.205, 0.078], [-2.527, 0.557, -0.021], [-0.200, 0.993, -0.121], [2.901, 0.146, 0.117], [2.172, 1.661, 0.013], [0.380, -1.870, -0.679], [-1.525, -1.784, 0.659], [-2.542, 1.499, -0.229]], "forces_ev_per_a": [[-0.166, -0.130, 0.028], [-0.020, 0.226, -0.137], [-0.985, -0.154, -0.442], [-0.416, 0.413, 0.278], [-0.093, -0.055, 0.257], [0.074, 0.388, 0.239], [-0.101, 0.016, 0.241], [-0.250, -0.028, -0.043], [-0.012, -0.152, -0.240], [2.145, -0.752, 0.061], [-0.108, 0.165, -0.287], [-0.068, 0.063, 0.042]], "mulliken_charge": [-0.499, 0.524, -0.541, -0.059, 0.456, -0.491, -0.651, 0.257, 0.273, 0.182, 0.194, 0.356], "gap_ev": 8.5, "lumo_energy_ev": 0.799}